Entry 1:
Computed, not measured: a molecular structure, C51H44F4N5O4RuTe at a distorted geometry, with ωB97M-V with the def2-TZVPD basis set.

The geometry in XYZ format:
```
110
C51H44F4N5O4RuTe, DFT ωB97M-V with the def2-TZVPD basis set
Te -2.392 -1.526 1.470
Ru -0.112 -0.598 0.243
F -4.505 4.379 1.920
F -1.203 1.406 -1.228
F -2.358 3.328 3.029
F -3.408 2.570 -2.285
O 1.325 -2.421 0.306
O 3.415 -1.190 -3.574
O 3.922 -2.854 -2.128
O 1.437 0.435 -0.980
N -3.896 -3.645 -4.487
N -0.590 1.579 1.379
N -4.486 -4.384 -0.358
N 1.399 -0.243 2.451
N -1.453 -1.325 -1.517
C 4.023 -6.278 -0.517
C 1.918 -3.041 -0.737
C -2.675 -1.955 3.559
C 1.638 1.281 -3.186
C -2.899 -1.339 5.889
C 3.561 1.153 -1.776
C -2.278 -2.100 -1.790
C 3.048 -4.321 1.150
C 3.255 -5.248 -1.034
C -0.880 -5.203 -3.233
C 2.946 -2.069 -1.452
C 5.834 2.662 -1.176
C -3.690 3.614 1.140
C 2.240 0.412 -2.056
C 1.243 1.125 2.917
C 4.517 1.407 -2.754
C 4.306 -6.339 0.838
C 3.798 -5.360 1.674
C -2.946 -3.270 3.932
C 2.802 -0.572 2.268
C 0.823 -1.201 3.376
C 0.246 -4.647 -3.810
C 2.773 -4.235 -0.208
C 1.150 1.841 -5.473
C -4.020 3.462 -0.194
C 1.673 0.964 -4.535
C -3.198 -3.614 5.244
C -1.663 2.217 0.964
C -3.915 -3.735 -1.124
C -1.106 -5.020 -1.878
C -2.570 3.046 1.703
C 1.139 -3.922 -3.040
C -3.251 -3.012 -2.111
C 2.446 -1.074 -2.531
C 4.580 -3.095 -4.429
C 5.650 2.139 -2.446
C 0.553 3.366 -3.732
C -3.168 -2.651 6.241
C -2.664 -0.997 4.570
C -0.178 1.670 2.755
C 0.586 3.041 -5.078
C 4.856 2.464 -0.215
C 5.751 -1.496 -2.896
C -3.141 2.704 -0.962
C 0.918 -3.718 -1.684
C -3.570 -3.334 -3.423
C -0.221 -4.279 -1.117
C 4.395 -2.146 -3.236
C 3.734 1.716 -0.520
C -2.029 2.118 -0.420
C 1.078 2.494 -2.798
H 3.991 -5.406 2.739
H 6.464 -2.283 -2.656
H 3.428 -1.500 -0.637
H 1.556 1.212 3.979
H 3.044 -5.233 -2.091
H 0.865 -2.190 2.920
H 3.614 -3.485 -4.734
H -2.485 0.041 4.323
H -4.901 3.899 -0.626
H -2.891 -0.569 6.650
H 0.186 3.724 -5.816
H 4.406 -7.041 -1.185
H -2.972 -4.026 3.161
H -1.977 -5.464 -1.415
H 0.120 4.306 -3.414
H -0.404 -4.124 -0.063
H -3.438 -4.640 5.490
H 2.935 1.566 0.190
H 6.403 2.307 -3.206
H 5.006 -2.543 -5.261
H 5.231 -3.918 -4.150
H -0.162 2.711 3.113
H 4.968 2.897 0.771
H 1.895 1.758 2.312
H 1.186 1.583 -6.525
H -3.371 -2.916 7.271
H 3.310 0.207 1.705
H 1.465 -1.388 -2.922
H 1.384 -1.221 4.332
H 2.644 -3.564 1.806
H -0.213 -0.955 3.597
H 2.025 -3.519 -3.498
H -0.867 1.113 3.406
H 4.371 1.037 -3.756
H 4.902 -7.152 1.236
H 5.642 -0.842 -2.036
H 2.122 0.040 -4.860
H 1.051 2.732 -1.746
H 0.444 -4.786 -4.868
H 6.116 -0.919 -3.741
H 2.864 -1.500 1.702
H 3.315 -0.700 3.240
H 6.719 3.240 -0.944
H -1.585 -5.756 -3.839
```

Values from the calculation:
Strongest force on any atom   2.8 eV/Å
Electronic energy   -89984.816 eV
Energy relative to the best compared isomer or geometry (same formula, charge and spin)   43.9 kcal/mol
Gap between HOMO and LUMO (spin up / spin down)   6.24 / 6.31 eV
Multiplicity   2
Charge   -2

Results of the Löwdin charge analysis, in e, for atoms 1 through 4: 0.96 1.11 0.04 0.01

***

Entry 2:
Computed, not measured: 2 unconnected molecules or ions with the total composition CH5NO at a distorted geometry, with ωB97M-V with the def2-TZVPD basis set.

The geometry in XYZ format:
```
8
CH5NO, DFT ωB97M-V with the def2-TZVPD basis set
O 0.239 2.623 -1.853
N -0.438 -2.337 0.795
C 0.255 -1.267 0.841
H -0.314 3.438 -1.735
H 0.643 -1.007 1.770
H -0.641 -2.731 1.714
H 0.470 -0.667 -0.026
H -0.216 1.947 -1.506
```

Values from the calculation:
Strongest force on any atom   5.8 eV/Å
Electronic energy   -4654.337 eV
Energy relative to the best compared isomer or geometry (same formula, charge and spin)   24.1 kcal/mol
Gap between HOMO and LUMO   10.93 eV
SMILES   C=N.O

Results of the Löwdin charge analysis, in e, for atoms 1 through 4: -0.02 0.01 -0.12 0.07

***

Entry 3:
Computed, not measured: a molecular structure, C33H32BrF6N5NaO8PS4, with ωB97M-V with the def2-TZVPD basis set.

The geometry in XYZ format:
```
91
C33H32BrF6N5NaO8PS4, DFT ωB97M-V with the def2-TZVPD basis set
Br 1.055 -5.290 -0.791
S -2.829 -0.090 -3.550
S -1.421 -2.514 -3.736
S -3.286 2.079 0.509
S -2.097 -3.002 2.881
P 2.093 1.873 -0.668
Na -1.044 -0.544 -0.623
F -3.825 -1.798 -1.840
F -4.986 0.039 -1.927
F -0.098 -2.207 -6.003
F -5.087 -1.369 -3.552
F 1.067 -3.042 -4.374
F 0.583 -0.923 -4.392
O -3.442 0.820 -4.466
O 0.126 0.071 1.283
O -1.019 -2.379 -2.357
O -1.816 -3.803 -4.218
O -4.189 2.593 1.532
O -3.781 2.051 -0.858
O -1.820 0.419 -2.660
O -0.109 0.295 3.499
N -2.619 0.703 0.878
N 1.080 -3.174 0.973
N -2.407 -1.419 -4.288
N -4.412 -3.824 1.687
N -3.987 -1.726 1.384
C -5.181 -1.992 0.753
C -2.030 0.711 2.221
C -0.393 4.632 -0.744
C 2.110 2.192 2.075
C 2.853 0.461 -1.551
C -5.457 -3.295 0.942
C -3.497 -2.847 1.970
C 2.868 -1.939 -1.848
C 3.159 3.277 -1.230
C -1.306 3.591 -0.689
C -4.287 -5.199 2.091
C 3.091 -4.474 1.025
C -0.541 0.328 2.333
C 4.030 1.015 1.241
C 1.588 -2.375 1.920
C 4.153 -0.548 -3.323
C 1.816 -4.176 0.567
C 3.728 -1.806 -2.934
C -0.809 5.137 1.554
C 2.436 -0.817 -1.163
C 4.520 0.900 2.534
C 0.846 6.566 0.304
C 3.618 -3.630 1.989
C 2.857 -2.566 2.447
C -4.270 -0.810 -2.638
C 3.716 0.581 -2.635
C 0.121 -2.141 -4.680
C 2.596 2.075 3.368
C -1.741 4.109 1.612
C -1.996 3.337 0.488
C 3.803 1.432 3.598
C -0.133 5.423 0.373
C 2.823 1.667 1.002
H 1.879 6.213 0.278
H 5.453 0.377 2.713
H -5.072 -5.469 2.802
H 3.640 -5.317 0.630
H 4.171 1.317 4.612
H 4.228 3.066 -1.154
H -5.712 -1.227 0.217
H 4.044 -2.685 -3.482
H -2.310 3.929 2.514
H 3.231 -1.873 3.189
H 1.776 -0.915 -0.305
H -3.489 -0.824 1.287
H -4.344 -5.855 1.221
H -2.542 0.016 2.898
H -1.518 2.984 -1.561
H 2.907 3.556 -2.255
H 0.686 7.168 -0.593
H -0.623 5.742 2.435
H 4.819 -0.437 -4.171
H 1.138 2.638 1.901
H 1.997 2.429 4.196
H 0.127 4.836 -1.675
H 0.744 7.218 1.172
H 2.512 -2.919 -1.559
H 4.577 0.574 0.415
H -2.102 1.669 2.743
H 0.967 -1.541 2.229
H -6.280 -3.899 0.607
H -3.315 -5.308 2.569
H 4.053 1.559 -2.957
H 2.920 4.120 -0.583
H 4.616 -3.806 2.373
```

Values from the calculation:
Strongest force on any atom   0.6 eV/Å
Electronic energy   -201969.481 eV
Energy relative to the best compared isomer or geometry (same formula, charge and spin)   32.0 kcal/mol
Gap between HOMO and LUMO   6.39 eV
Charge   -2

Results of the Löwdin charge analysis, in e, for atoms 1 through 4: 0.72 0.60 0.58 0.55

***

Which of these has the lowest strongest force on any atom?
C33H32BrF6N5NaO8PS4

***

Look up the electronic energy of the second one.
-4654.337 eV